1.
Molecular formula: C44H37HgN9O6S2Te
Method: DFT, ωB97M-V/def2-TZVPD

Geometry as ORCA input:
```
! wB97M-V def2-TZVPD RIJCOSX def2/J DEFGRID3
* xyz -1 2
Hg -0.075 -0.522 -1.407
C 2.033 2.471 1.748
N 2.211 1.728 0.514
C 3.253 2.286 -0.314
C 3.305 1.624 -1.653
N 2.328 1.014 -2.255
C 2.862 0.544 -3.450
C 2.264 -0.218 -4.451
C 3.040 -0.570 -5.538
C 4.383 -0.175 -5.637
C 4.989 0.583 -4.651
C 4.202 0.924 -3.557
N 4.460 1.627 -2.393
C 0.763 2.066 2.421
N -0.362 1.845 1.816
C -1.267 1.542 2.829
C -2.607 1.172 2.747
C -3.284 0.953 3.929
C -2.649 1.074 5.175
C -1.309 1.403 5.272
C -0.638 1.628 4.075
N 0.673 1.964 3.785
H 2.012 3.562 1.585
H 2.874 2.258 2.417
H 1.329 1.678 0.009
H 4.216 2.130 0.186
H 3.140 3.372 -0.462
H 1.233 -0.538 -4.355
H 2.610 -1.171 -6.328
H 4.962 -0.476 -6.501
H 6.028 0.881 -4.725
H 5.346 2.005 -2.108
H -3.064 0.997 1.781
H -4.322 0.647 3.895
H -3.212 0.875 6.078
H -0.806 1.460 6.229
H 1.430 2.060 4.438
Te -1.763 2.301 -1.270
C -3.498 3.543 -1.135
C -3.929 4.252 -2.256
C -5.055 5.062 -2.183
C -5.763 5.165 -0.993
C -5.343 4.456 0.123
C -4.216 3.644 0.052
C -0.507 3.909 -0.705
C 0.601 4.234 -1.483
C 1.405 5.320 -1.147
C 1.109 6.088 -0.031
C 0.009 5.758 0.756
C -0.792 4.676 0.423
H -3.375 4.172 -3.183
H -5.380 5.612 -3.058
H -6.642 5.795 -0.937
H -5.893 4.529 1.054
H -3.897 3.088 0.926
H 0.834 3.637 -2.358
H 2.253 5.576 -1.771
H 1.728 6.938 0.227
H -0.224 6.347 1.635
H -1.641 4.423 1.046
O -2.433 -2.108 2.138
C -1.589 -1.709 1.333
O -1.751 -0.880 0.383
C -0.177 -2.243 1.504
C 0.900 -1.366 1.506
C 2.180 -1.813 1.777
C 2.373 -3.160 2.014
C 1.326 -4.070 1.970
C 0.047 -3.597 1.737
N 3.718 -3.633 2.364
O 3.875 -4.822 2.568
O 4.616 -2.811 2.441
H 0.731 -0.320 1.304
H 3.024 -1.138 1.796
H 1.522 -5.120 2.134
H -0.797 -4.274 1.728
N -3.469 -6.403 2.345
C -2.950 -5.830 1.180
C -1.876 -6.423 0.515
C -1.380 -5.861 -0.649
C -1.961 -4.704 -1.157
C -3.041 -4.118 -0.511
C -3.531 -4.681 0.650
S -1.314 -3.966 -2.619
O -0.693 -5.027 -3.382
O -2.373 -3.203 -3.221
N -0.234 -2.923 -2.092
C 1.058 -3.197 -1.859
S 1.924 -4.701 -2.126
C 3.373 -3.949 -1.539
C 3.126 -2.665 -1.214
N 1.832 -2.242 -1.388
H -2.833 -7.003 2.843
H -3.947 -5.756 2.952
H -1.428 -7.325 0.918
H -0.552 -6.315 -1.179
H -3.474 -3.212 -0.913
H -4.351 -4.209 1.176
H 4.302 -4.491 -1.481
H 3.853 -1.964 -0.827
*
```

As for the energy: -3861.0113 hartree. The gap between HOMO and LUMO (alpha / beta) comes out at 6.235 / 6.622 eV. As for the relative energy (zero: lowest compared OMol25 entry of this formula, charge and spin): 12.79 kcal/mol. The value obtained for the LUMO energy (alpha / beta) is 2.018 / 1.578 eV.

***

2.
Molecular formula: C44H37N3O4PS2Zr
Method: DFT, ωB97M-V/def2-TZVPD

Geometry as ORCA input:
```
! wB97M-V def2-TZVPD RIJCOSX def2/J DEFGRID3
* xyz 1 1
Zr 0.186 0.016 -0.213
O 0.875 1.948 -1.133
C 0.482 2.283 0.019
C -0.145 3.636 0.066
C 0.461 4.864 0.267
C -0.319 6.011 0.207
C -1.682 5.931 -0.052
C -2.286 4.696 -0.237
C -1.520 3.539 -0.162
P -2.148 1.828 -0.243
C -2.985 1.637 1.362
C -2.652 2.438 2.455
C -3.203 2.180 3.703
C -4.094 1.128 3.868
C -4.432 0.330 2.783
C -3.879 0.580 1.537
C -3.444 1.788 -1.499
C -4.730 2.283 -1.293
C -5.651 2.258 -2.329
C -5.293 1.742 -3.567
C -4.015 1.243 -3.776
C -3.093 1.262 -2.742
H 1.527 4.931 0.449
H 0.142 6.978 0.355
H -2.274 6.834 -0.108
H -3.347 4.629 -0.444
H -1.978 3.279 2.329
H -2.947 2.813 4.543
H -4.526 0.933 4.841
H -5.116 -0.499 2.906
H -4.127 -0.065 0.703
H -5.014 2.673 -0.323
H -6.651 2.639 -2.170
H -6.017 1.724 -4.371
H -3.742 0.834 -4.739
H -2.095 0.863 -2.887
S 4.945 3.673 -0.294
C 6.299 4.579 0.216
C 7.137 3.845 0.997
C 6.669 2.520 1.191
C 5.485 2.274 0.558
C 4.718 1.025 0.545
C 3.326 1.048 0.355
N 2.556 -0.026 0.335
C 3.150 -1.233 0.522
C 4.529 -1.367 0.715
C 5.093 -2.678 0.885
C 4.313 -3.776 0.857
C 2.894 -3.667 0.656
C 2.044 -4.782 0.617
C 0.698 -4.613 0.389
C 0.231 -3.294 0.207
N 0.996 -2.225 0.302
C 2.323 -2.402 0.501
C -0.268 -5.710 0.332
C -1.610 -5.641 0.591
C -2.253 -6.899 0.462
C -1.390 -7.891 0.108
S 0.204 -7.313 -0.081
C 5.311 -0.205 0.715
H 6.410 5.604 -0.096
H 8.050 4.234 1.421
H 7.179 1.788 1.802
H 2.837 1.999 0.210
H 6.162 -2.763 1.031
H 4.743 -4.762 0.980
H 2.456 -5.773 0.771
H -0.810 -3.128 -0.032
H -2.122 -4.734 0.887
H -3.307 -7.058 0.629
H -1.608 -8.932 -0.063
H 6.385 -0.284 0.833
N -0.136 -0.014 2.194
C -1.091 -1.042 2.641
C -1.919 -1.560 1.469
O -2.789 -2.383 1.647
O -1.559 -1.088 0.306
H 0.725 -0.050 2.730
H -0.525 0.913 2.350
H -1.764 -0.670 3.415
H -0.548 -1.893 3.054
C -0.735 -1.518 -3.972
C 0.479 -1.613 -3.067
C 1.773 -1.282 -3.788
O 0.319 -0.732 -1.975
H -0.655 -2.231 -4.793
H -0.797 -0.513 -4.395
H -1.649 -1.726 -3.415
H 0.541 -2.632 -2.657
H 1.730 -0.260 -4.168
H 1.933 -1.963 -4.625
H 2.623 -1.363 -3.109
*
```

As for the energy: -3348.9398 hartree. The gap between HOMO and LUMO comes out at 7.136 eV. As for the relative energy (zero: lowest compared OMol25 entry of this formula, charge and spin): 9.56 kcal/mol. The value obtained for the LUMO energy is -3.332 eV.

***

3.
Molecular formula: C44H38BrCuN2P2
Method: DFT, ωB97M-V/def2-TZVPD

Geometry as ORCA input:
```
! wB97M-V def2-TZVPD RIJCOSX def2/J DEFGRID3
* xyz 0 1
Cu 0.527 -1.256 0.693
Br 5.487 -1.451 -4.760
C 4.564 -1.157 -3.134
C 3.378 -1.830 -2.889
C 2.701 -1.598 -1.704
C 3.216 -0.716 -0.761
C 4.402 -0.038 -1.026
C 5.079 -0.257 -2.215
N 2.440 -0.496 0.409
C 3.018 -0.177 1.500
C 2.219 0.043 2.709
C 2.799 0.577 3.853
C 2.007 0.780 4.968
C 0.668 0.425 4.902
C 0.178 -0.119 3.725
N 0.927 -0.306 2.642
H 2.984 -2.525 -3.617
H 1.778 -2.115 -1.479
H 4.786 0.702 -0.335
H 5.993 0.278 -2.430
H 4.100 -0.084 1.596
H 3.851 0.830 3.855
H 2.425 1.204 5.871
H 0.007 0.555 5.747
H -0.860 -0.423 3.646
C -1.545 1.920 1.092
C -2.200 1.106 -0.026
P -1.520 -0.616 -0.091
C -1.910 -1.155 -1.788
C -2.846 -0.526 -2.605
C -3.088 -0.993 -3.888
C -2.400 -2.100 -4.366
C -1.469 -2.736 -3.558
C -1.221 -2.263 -2.278
C -2.767 -1.503 0.921
C -2.334 -2.236 2.021
C -3.249 -2.899 2.831
C -4.601 -2.840 2.542
C -5.043 -2.123 1.435
C -4.131 -1.460 0.631
P 0.076 2.786 0.728
C 0.274 2.657 -1.096
C -0.618 3.171 -2.041
C -0.383 3.011 -3.396
C 0.756 2.344 -3.834
C 1.664 1.856 -2.910
C 1.421 2.021 -1.552
C -0.418 4.556 0.831
C 0.601 5.465 1.107
C 0.349 6.829 1.160
C -0.936 7.305 0.950
C -1.964 6.412 0.684
C -1.706 5.051 0.624
H -1.326 1.263 1.937
H -2.239 2.670 1.474
H -2.049 1.563 -1.002
H -3.279 1.053 0.140
H -3.389 0.343 -2.253
H -3.812 -0.491 -4.516
H -2.589 -2.464 -5.368
H -0.931 -3.602 -3.922
H -0.498 -2.762 -1.642
H -1.270 -2.319 2.214
H -2.896 -3.473 3.678
H -5.314 -3.360 3.168
H -6.098 -2.088 1.195
H -4.486 -0.917 -0.237
H -1.502 3.707 -1.718
H -1.090 3.408 -4.114
H 0.938 2.217 -4.893
H 2.563 1.348 -3.238
H 2.132 1.651 -0.830
H 1.605 5.097 1.283
H 1.156 7.518 1.373
H -1.138 8.367 0.999
H -2.970 6.776 0.520
H -2.523 4.373 0.408
C 1.488 -6.034 0.919
C 2.455 -5.077 1.192
C 2.136 -3.725 1.114
C 0.861 -3.247 0.774
C -0.081 -4.254 0.510
C 0.212 -5.612 0.576
H 1.726 -7.090 0.972
H 3.460 -5.382 1.463
H 2.937 -3.020 1.336
H -1.099 -3.983 0.237
H -0.559 -6.343 0.358
*
```

As for the energy: -6706.1968 hartree. The gap between HOMO and LUMO comes out at 6.243 eV. The value obtained for the LUMO energy is -0.569 eV.

***

> The lowest energy belongs to which entry?

C44H38BrCuN2P2

***

> Look up the energy of the second one.

-3348.9398 hartree